The following is a DFT calculation (ωB97M-V/def2-TZVPD) of a structure of composition C24H26F3N2NaO6PS.

Values from the calculation:
- Largest force on an atom: 0.83 eV Å⁻¹
- Energy relative to the best compared isomer or geometry (same formula, charge and spin): 0.582 eV
- HOMO-LUMO gap: 6.10 eV
- Highest occupied orbital energy: -3.897 eV
- Net charge: -1
- Total energy: -2692.67824 hartree

Geometry (Å):
H: 2.578 4.722 -1.170
C: -2.299 -3.668 1.424
C: 2.011 -1.110 -2.481
C: 1.634 -1.481 0.586
C: 3.458 -0.355 1.754
H: -2.955 -3.662 2.287
H: -1.803 -0.422 1.303
H: -1.148 -1.691 -3.520
S: -0.358 2.074 4.165
F: -2.052 1.885 6.188
C: -0.742 2.079 5.975
H: 0.997 3.925 2.180
C: -0.981 -2.448 -0.193
C: -1.094 -4.879 -0.262
C: 0.624 -1.228 -2.395
H: 2.887 0.334 2.393
C: -4.176 -0.146 -2.179
H: 1.056 5.259 1.009
F: -0.406 3.254 6.531
H: -0.796 -5.811 -0.724
H: -2.415 -1.344 2.564
H: 2.520 4.805 1.902
C: 1.962 -1.638 -4.834
H: 1.712 1.619 -0.473
H: 4.388 0.142 1.477
H: 3.747 -1.186 -3.721
H: -5.147 -0.627 -2.172
C: -3.072 -0.814 -1.657
O: 1.299 -1.782 1.732
O: 0.543 1.875 1.160
H: 3.677 -1.250 2.337
H: 2.589 -0.866 -1.602
H: -3.203 -1.814 -1.263
O: 2.812 -0.683 0.525
C: 2.669 -1.298 -3.688
H: 3.094 3.031 -1.288
O: 1.078 1.837 4.095
C: -0.629 -3.670 -0.756
C: 0.587 -1.781 -4.758
P: -0.249 -0.887 -0.800
C: 2.929 3.858 -0.599
C: -1.937 -4.867 0.839
H: -2.667 2.733 -3.103
C: 1.613 4.419 1.433
O: -0.836 3.358 3.733
C: -1.824 -2.447 0.934
O: -1.118 0.912 3.699
H: -2.314 -5.794 1.253
C: 1.378 2.256 0.360
N: 1.963 3.468 0.397
C: -0.072 -1.576 -3.552
C: -4.039 1.127 -2.706
H: -0.733 1.562 -2.152
Na: 0.362 0.028 2.372
F: -0.074 1.115 6.627
C: -2.788 1.734 -2.701
N: -2.250 -1.284 1.573
C: -1.810 -0.225 -1.642
H: 3.882 4.118 -0.131
C: -1.701 1.067 -2.165
H: 0.009 -2.054 -5.633
H: 0.046 -3.665 -1.604
H: -4.899 1.650 -3.108
H: 2.479 -1.793 -5.774